Entry 1:
{"formula": "C44H55N3O4", "method": "ωB97M-V with the def2-TZVPD basis set", "elements": ["C", "C", "C", "C", "C", "C", "C", "C", "C", "C", "C", "C", "N", "N", "N", "C", "C", "C", "C", "C", "C", "C", "C", "C", "C", "C", "C", "C", "C", "C", "C", "H", "H", "H", "H", "H", "H", "H", "H", "H", "H", "H", "H", "H", "H", "H", "H", "H", "H", "H", "H", "H", "H", "H", "H", "H", "H", "H", "H", "H", "H", "H", "H", "H", "H", "H", "H", "H", "H", "H", "C", "O", "C", "C", "C", "C", "C", "C", "C", "C", "O", "C", "C", "C", "C", "C", "O", "C", "C", "O", "H", "H", "H", "H", "H", "H", "H", "H", "H", "H", "H", "H", "H", "H", "H", "H"], "positions_angstrom": [[2.51090, -3.91553, -1.18276], [1.84477, -3.07613, -2.26725], [1.69920, -3.84886, -3.57905], [2.57878, -1.75281, -2.48604], [3.86655, -1.76540, -3.02262], [4.51079, -0.57337, -3.34495], [3.86923, 0.64783, -3.13336], [2.58831, 0.68882, -2.58511], [1.85781, 2.00846, -2.36361], [2.16986, 3.04540, -3.44382], [2.11316, 2.56164, -0.96580], [1.96571, -0.51684, -2.22133], [0.61011, -0.48442, -1.72209], [-0.40059, -0.32896, -2.61034], [-1.52280, -0.48194, -1.87354], [-2.83205, -0.49673, -2.49321], [-3.45408, -1.72632, -2.73884], [-2.73346, -3.05184, -2.47199], [-2.56843, -3.87179, -3.75322], [-3.41914, -3.86213, -1.37726], [-4.74860, -1.71976, -3.26012], [-5.38760, -0.51432, -3.54783], [-4.73339, 0.69845, -3.33423], [-3.43680, 0.72021, -2.81636], [-2.70562, 2.04758, -2.59608], [-3.33713, 2.85428, -1.46427], [-2.60695, 2.85480, -3.89078], [-1.23733, -0.60528, -0.53775], [-2.30743, -0.64971, 0.44001], [0.14154, -0.58674, -0.38616], [0.93990, -0.59519, 0.74202], [2.51749, -3.36361, -0.23632], [1.95904, -4.85024, -1.03492], [3.54627, -4.15855, -1.45222], [0.84080, -2.81254, -1.91789], [1.16273, -3.24203, -4.31896], [2.68268, -4.10583, -3.99392], [1.13286, -4.77416, -3.42070], [4.35565, -2.72653, -3.20339], [5.51265, -0.59529, -3.77513], [4.36848, 1.58123, -3.40099], [0.78924, 1.76371, -2.44317], [2.04962, 2.60868, -4.44176], [1.47821, 3.89138, -3.35839], [3.19401, 3.42601, -3.34392], [1.87309, 1.81617, -0.19837], [3.17054, 2.84001, -0.85366], [1.49617, 3.45160, -0.78885], [-1.72974, -2.78672, -2.11946], [-2.01658, -3.29647, -4.50614], [-2.00706, -4.79068, -3.54606], [-3.54530, -4.14438, -4.17294], [-3.48350, -3.28946, -0.44532], [-4.43649, -4.13987, -1.68189], [-2.85103, -4.77795, -1.17507], [-5.24842, -2.67426, -3.44267], [-6.40212, -0.52136, -3.94805], [-5.22220, 1.64689, -3.56923], [-1.68355, 1.78128, -2.30140], [-3.37820, 2.26549, -0.53851], [-2.75169, 3.75992, -1.25985], [-4.36191, 3.15058, -1.72903], [-2.07021, 2.27580, -4.65146], [-3.60339, 3.09956, -4.27860], [-2.05538, 3.78534, -3.71620], [-1.85341, -0.69490, 1.43482], [-2.93988, 0.25305, 0.40136], [-2.96389, -1.52264, 0.31068], [0.46857, -0.83325, 1.67304], [2.00885, -0.50748, 0.58446], [3.80210, -3.72634, 6.01472], [2.43776, -3.24543, 5.97725], [2.14092, -1.97482, 5.61334], [0.99696, -1.71049, 4.88337], [0.61839, -0.38234, 4.55103], [-0.39710, -0.16296, 3.57848], [-0.87943, 1.14004, 3.22644], [-2.27400, 1.42096, 3.11212], [-2.72302, 2.67130, 2.77159], [-1.79509, 3.70276, 2.48211], [-2.32083, 4.89812, 2.10358], [-1.42252, 6.01298, 1.91264], [-0.40547, 3.44765, 2.56126], [0.02851, 2.18876, 2.93277], [1.24808, 0.68269, 5.25159], [2.43332, 0.49203, 5.92975], [3.06357, 1.54571, 6.51221], [4.48112, 1.75197, 6.31325], [3.00956, -0.85567, 6.02194], [4.17582, -1.03159, 6.46238], [3.73982, -4.65244, 6.58848], [4.13401, -3.93072, 4.98999], [4.45746, -2.99526, 6.49674], [0.38835, -2.54777, 4.53862], [-1.00957, -1.03210, 3.32382], [-2.98920, 0.62596, 3.33326], [-3.78573, 2.90608, 2.70547], [-2.08859, 6.86738, 1.79413], [-0.76431, 6.15882, 2.78163], [-0.81971, 5.87009, 1.00442], [0.32168, 4.23166, 2.33415], [1.09853, 1.98774, 2.98903], [0.83153, 1.68879, 5.22437], [4.73056, 2.54893, 7.01438], [5.03635, 0.83620, 6.53530], [4.66199, 2.07943, 5.28222]], "forces_ev_per_angstrom": [[0.08, 0.05, 0.17], [-0.12, 0.43, 0.10], [-0.01, 0.12, -0.14], [-0.35, -0.22, 0.13], [0.08, 0.24, -0.01], [-0.08, -0.02, 0.12], [0.06, -0.18, 0.02], [-0.11, 0.20, 0.32], [-0.27, -0.25, -0.27], [-0.02, -0.08, -0.02], [0.12, -0.02, 0.22], [-0.02, -0.02, -0.50], [-0.80, 0.13, 0.66], [-1.55, -0.85, -0.13], [2.61, 0.25, 0.19], [0.05, 0.12, -0.15], [0.21, -0.39, 0.10], [0.20, 0.47, 0.03], [-0.01, 0.12, -0.12], [-0.12, -0.05, 0.10], [0.08, 0.20, 0.01], [0.01, 0.02, 0.05], [0.07, -0.21, -0.01], [0.09, 0.44, 0.14], [0.20, -0.43, 0.06], [-0.15, 0.01, 0.12], [0.01, -0.14, -0.08], [-1.42, 0.02, -2.20], [-0.77, -0.07, 1.08], [2.28, 0.24, 0.20], [-0.35, -0.18, -1.44], [0.04, -0.13, -0.11], [0.11, 0.09, -0.01], [-0.16, -0.02, 0.05], [0.06, -0.14, -0.02], [0.12, -0.13, 0.08], [-0.22, -0.02, 0.05], [0.12, 0.12, -0.01], [-0.13, 0.35, 0.01], [-0.25, 0.01, 0.12], [-0.15, -0.33, 0.04], [0.21, 0.21, 0.02], [0.07, 0.12, 0.12], [0.16, -0.08, 0.02], [-0.20, 0.00, -0.07], [-0.01, 0.14, -0.07], [-0.19, -0.02, 0.00], [0.12, -0.11, -0.02], [-0.10, -0.17, -0.04], [-0.12, -0.13, 0.09], [-0.13, 0.14, -0.03], [0.20, -0.01, 0.05], [-0.06, -0.20, -0.17], [0.17, -0.01, 0.11], [-0.15, 0.13, -0.03], [0.11, 0.35, 0.02], [0.26, 0.01, 0.10], [0.09, -0.35, 0.03], [-0.16, 0.21, -0.01], [-0.02, 0.16, -0.16], [-0.14, -0.15, -0.06], [0.20, -0.01, 0.11], [-0.12, 0.14, 0.07], [0.20, 0.05, 0.03], [-0.13, -0.11, -0.03], [-0.27, -0.03, -0.23], [0.18, -0.28, 0.06], [0.16, 0.25, 0.11], [0.35, -0.04, 0.18], [-0.07, -0.13, 0.43], [-0.20, 0.17, 0.06], [-0.10, 0.04, 0.00], [-1.00, 0.26, -0.92], [1.55, -1.51, 0.79], [-2.62, 0.37, -1.85], [1.21, -0.81, 3.45], [-0.32, 1.53, -0.82], [0.95, -0.58, 0.21], [0.27, 0.90, -0.30], [0.51, -0.42, -0.01], [0.44, 0.25, 0.15], [-0.39, -0.55, 0.03], [-0.86, 0.50, -0.06], [-0.34, -0.72, 0.21], [1.94, 0.93, 0.85], [-0.97, 0.35, -1.16], [-0.17, -0.07, 0.20], [-0.29, -0.24, 0.07], [2.01, -0.28, 0.74], [-2.10, 0.32, -0.50], [0.09, 0.08, -0.17], [0.01, 0.00, 0.16], [-0.19, -0.49, -0.19], [0.24, 0.17, 0.00], [0.35, 0.13, -0.17], [0.16, 0.21, -0.08], [0.27, -0.09, 0.02], [0.22, -0.03, -0.02], [-0.23, -0.06, -0.20], [-0.11, 0.04, 0.22], [-0.29, -0.35, 0.06], [-0.31, 0.00, -0.17], [0.16, -0.26, -0.06], [0.07, -0.07, -0.17], [-0.09, 0.45, -0.08], [-0.01, -0.03, 0.13]], "lowdin_charge": [-0.060, -0.378, -0.063, -0.120, -0.035, -0.058, -0.028, -0.122, -0.377, -0.075, -0.051, -0.089, -0.032, 0.155, -0.035, -0.082, -0.120, -0.374, -0.059, -0.054, -0.026, -0.054, -0.025, -0.121, -0.375, -0.049, -0.059, -0.200, 0.014, -0.253, 0.013, 0.077, 0.080, 0.078, 0.114, 0.083, 0.075, 0.076, 0.114, 0.106, 0.110, 0.108, 0.087, 0.077, 0.073, 0.058, 0.088, 0.076, 0.116, 0.086, 0.079, 0.077, 0.061, 0.082, 0.086, 0.116, 0.108, 0.116, 0.109, 0.065, 0.082, 0.084, 0.088, 0.074, 0.079, 0.056, 0.086, 0.074, -0.006, 0.044, -0.043, -0.078, -0.192, 0.050, -0.214, -0.008, -0.238, -0.038, -0.009, -0.266, -0.095, -0.061, -0.006, -0.031, 0.051, -0.190, -0.083, -0.045, -0.219, 0.020, 0.089, 0.094, 0.071, 0.132, 0.117, 0.123, 0.122, 0.091, 0.095, 0.093, 0.107, 0.123, 0.128, 0.089, 0.073, 0.092], "total_energy_ha": -2174.70192, "homo_lumo_gap_ev": 5.1, "multiplicity": 1}


Entry 2:
{"formula": "C44H56BrN17OS", "method": "ωB97M-V with the def2-TZVPD basis set", "elements": ["O", "C", "C", "C", "C", "C", "C", "C", "C", "C", "C", "C", "C", "N", "S", "N", "C", "C", "Br", "H", "H", "H", "H", "H", "H", "H", "H", "H", "H", "H", "C", "C", "N", "H", "H", "H", "C", "C", "N", "H", "H", "H", "C", "C", "N", "H", "H", "H", "C", "C", "N", "H", "H", "H", "C", "C", "N", "H", "H", "H", "C", "C", "N", "H", "H", "H", "C", "C", "N", "H", "H", "H", "C", "C", "N", "H", "H", "H", "C", "C", "N", "H", "H", "H", "C", "C", "N", "H", "H", "H", "C", "C", "N", "H", "H", "H", "C", "C", "N", "H", "H", "H", "C", "C", "N", "H", "H", "H", "C", "C", "N", "H", "H", "H", "C", "C", "N", "H", "H", "H"], "positions_angstrom": [[-8.56034, 1.48311, -3.81047], [-7.44246, 0.49502, -3.67451], [-6.14006, 0.99261, -2.80754], [-4.89116, -0.05062, -2.57245], [-3.59152, 0.44735, -1.64586], [-4.21288, 0.63684, -0.11473], [-4.10916, -0.78235, 0.75935], [-5.45546, -1.36056, 1.49551], [-5.39822, -2.73800, 2.41627], [-3.96589, -3.53543, 2.59201], [-2.62933, -2.95787, 1.79883], [-2.68760, -1.58954, 0.88569], [-4.89820, -1.57113, -3.18656], [-3.87178, -2.67822, -3.08441], [-4.55959, -4.02321, -4.01266], [-6.12181, -3.49063, -4.63194], [-6.18755, -2.05957, -4.07556], [-7.47790, -1.02334, -4.30447], [-9.12363, -1.58045, -5.33762], [-8.09918, 2.37045, -3.66442], [-6.02342, 2.07159, -2.31583], [-2.72555, -0.37234, -1.67338], [-3.09837, 1.43978, -2.06392], [-5.37489, 0.89536, -0.12597], [-3.70791, 1.54792, 0.46811], [-6.51331, -0.83816, 1.41111], [-6.32408, -3.17521, 2.99208], [-3.84123, -4.50835, 3.24282], [-1.57055, -3.49256, 1.87224], [-1.76288, -1.14240, 0.30890], [-6.54034, 4.56452, -5.88055], [-5.78035, 4.88939, -4.60485], [-5.14989, 5.15891, -3.54664], [-7.26843, 3.77148, -5.68902], [-7.06763, 5.45363, -6.23698], [-5.84403, 4.22934, -6.65426], [-8.67083, -6.12025, 1.98497], [-7.58360, -5.90653, 3.02554], [-6.68170, -5.72921, 3.88870], [-9.44290, -6.78420, 2.38347], [-9.12682, -5.16237, 1.72016], [-8.24262, -6.57154, 1.08563], [-0.98997, -0.39164, -4.41330], [-0.22998, -0.06677, -3.13760], [0.40047, 0.20275, -2.07939], [-1.71807, -1.18468, -4.22177], [-1.51727, 0.49746, -4.76973], [-0.29366, -0.72682, -5.18701], [-11.63240, 1.64434, -3.51970], [-12.47173, 0.63201, -2.75731], [-13.16800, -0.20772, -2.12488], [-10.57237, 1.39009, -3.43357], [-11.91445, 1.64227, -4.57613], [-11.79283, 2.64555, -3.11024], [-4.52865, -7.11648, 0.31039], [-5.61724, -7.91067, -0.39300], [-6.52028, -8.56945, -0.97648], [-3.64824, -7.74640, 0.46467], [-4.24622, -6.25224, -0.29699], [-4.89061, -6.76652, 1.28113], [3.80647, -0.08752, -0.85581], [4.33911, -1.12577, 0.11828], [4.78099, -1.98702, 0.92631], [2.71505, -0.04960, -0.80032], [4.21015, 0.89795, -0.60784], [4.10232, -0.34712, -1.87606], [5.30307, -3.48690, 3.94670], [5.83571, -4.52514, 4.92080], [6.27758, -5.38639, 5.72883], [4.21165, -3.44898, 4.00220], [5.70674, -2.50143, 4.19467], [5.59892, -3.74649, 2.92645], [-1.27850, 5.62996, -4.15780], [-1.03088, 4.15053, -4.40377], [-0.82548, 2.92329, -4.60776], [-1.01707, 6.20512, -5.05031], [-2.33312, 5.79731, -3.92252], [-0.66737, 5.97596, -3.31958], [7.47865, 2.20367, -0.27099], [6.92371, 1.73729, -1.60706], [6.46340, 1.35042, -2.71537], [6.66462, 2.55714, 0.36786], [7.99052, 1.37691, 0.22907], [8.18913, 3.02020, -0.42695], [5.57380, 0.44669, 3.11726], [7.05235, 0.79875, 3.13880], [8.27886, 1.09079, 3.15662], [5.20065, 0.34174, 4.13974], [5.01013, 1.23549, 2.61163], [5.42281, -0.49632, 2.58457], [11.16684, 2.83884, 4.69811], [10.81529, 4.12671, 5.42497], [10.52366, 5.19506, 6.02789], [11.68287, 2.15575, 5.37842], [10.25613, 2.35672, 4.33236], [11.82028, 3.05654, 3.84873], [10.33851, 3.61094, -3.42439], [11.09850, 3.93581, -2.14869], [11.72896, 4.20533, -1.09048], [9.61042, 2.81790, -3.23286], [9.81122, 4.50005, -3.78082], [11.03483, 3.27576, -4.19810], [14.09032, 2.36480, -0.03814], [14.82659, 1.12180, -0.51077], [15.43734, 0.09071, -0.90288], [14.05697, 2.38539, 1.05465], [14.60444, 3.26113, -0.39572], [13.06773, 2.36234, -0.42560], [4.46429, 3.87299, 5.98479], [3.90934, 3.40662, 4.64872], [3.44903, 3.01974, 3.54041], [3.65025, 4.22646, 6.62364], [4.97615, 3.04623, 6.48485], [5.17476, 4.68952, 5.82883], [-4.93883, -3.66934, 6.74616], [-4.37956, -2.41611, 6.09260], [-3.91564, -1.37649, 5.55048], [-4.83501, -4.52123, 6.06850], [-4.39546, -3.88164, 7.67098], [-5.99761, -3.52720, 6.97982]], "forces_ev_per_angstrom": [[4.00, -1.33, 0.24], [2.02, -2.36, 0.21], [1.77, -4.52, -0.90], [-1.96, 0.86, -1.09], [-0.88, -0.45, -0.21], [-0.27, -0.57, 1.02], [-0.04, -2.60, 1.71], [3.16, -2.32, 0.75], [4.01, 1.11, -1.67], [0.04, 3.63, -2.78], [-2.86, 2.15, -0.56], [-3.88, -1.31, 2.04], [-1.10, -1.28, -1.10], [-5.33, 1.92, -2.21], [-1.58, 3.79, 0.73], [2.97, 5.24, 3.80], [-0.14, -0.33, -0.02], [1.84, 2.80, 2.01], [2.22, 0.68, 1.37], [-0.89, -1.72, -0.15], [-0.48, -2.58, -1.30], [-2.17, 1.68, 0.13], [-1.37, -1.96, 0.83], [2.58, -0.56, -0.28], [-0.78, -2.23, -1.28], [2.60, -1.03, 0.07], [1.98, 1.13, -1.38], [-0.47, 2.24, -1.46], [-2.66, 1.17, -0.05], [-1.94, -1.19, 1.44], [0.63, 0.30, 1.03], [4.17, 1.77, 6.95], [-5.01, -2.19, -8.44], [0.15, 0.10, 0.02], [0.13, -0.10, 0.16], [-0.04, 0.05, 0.23], [0.88, 0.17, 0.83], [5.91, 1.15, 5.67], [-7.14, -1.40, -6.88], [0.21, 0.10, 0.04], [0.16, -0.10, 0.13], [0.04, 0.05, 0.18], [0.52, 0.24, 1.03], [4.12, 1.81, 6.88], [-5.03, -2.20, -8.38], [0.15, 0.05, 0.14], [0.23, -0.04, 0.20], [-0.01, 0.09, 0.22], [-0.72, -0.88, 0.68], [-4.63, -5.52, 4.16], [5.59, 6.73, -5.06], [-0.38, -0.06, 0.03], [-0.03, -0.09, 0.20], [-0.09, -0.20, 0.02], [-0.87, -0.64, -0.58], [-5.93, -4.33, -3.83], [7.16, 5.29, 4.69], [-0.21, 0.01, -0.08], [-0.13, -0.14, 0.05], [-0.04, -0.07, -0.16], [0.34, -0.90, 0.81], [2.87, -5.63, 5.19], [-3.51, 6.84, -6.41], [0.13, -0.09, 0.05], [0.01, -0.23, 0.01], [0.05, -0.01, 0.24], [0.46, -0.93, 0.77], [2.92, -5.68, 5.39], [-3.55, 6.91, -6.48], [0.20, -0.08, 0.04], [0.01, -0.23, 0.04], [-0.04, 0.03, 0.22], [0.20, -1.19, -0.19], [1.33, -8.12, -1.34], [-1.70, 9.87, 1.62], [0.00, -0.21, 0.10], [0.12, -0.18, -0.03], [-0.06, -0.18, -0.14], [-0.43, -0.44, -1.11], [-3.00, -2.52, -7.28], [3.67, 3.09, 8.82], [0.07, -0.06, -0.17], [-0.11, 0.09, -0.13], [-0.13, -0.13, -0.05], [1.30, 0.21, -0.01], [7.99, 1.90, 0.16], [-9.72, -2.27, -0.17], [0.15, 0.13, -0.13], [0.15, -0.06, 0.16], [0.18, 0.15, 0.05], [-0.31, 1.04, 0.60], [-1.91, 7.05, 3.97], [2.31, -8.55, -4.82], [-0.09, 0.21, -0.03], [0.07, 0.14, 0.07], [-0.12, 0.09, 0.18], [0.62, 0.27, 1.03], [4.14, 1.78, 6.93], [-5.15, -2.10, -8.47], [0.14, 0.11, 0.06], [0.13, -0.09, 0.16], [-0.03, 0.07, 0.22], [0.61, -1.14, -0.40], [4.08, -6.82, -2.55], [-4.90, 8.25, 3.12], [0.08, -0.10, -0.18], [-0.07, -0.22, 0.00], [0.30, -0.05, 0.06], [-0.46, -0.36, -1.08], [-3.04, -2.52, -7.30], [3.72, 3.09, 8.86], [0.06, -0.10, -0.21], [-0.11, 0.08, -0.18], [-0.13, -0.16, -0.09], [0.49, 1.02, -0.56], [3.08, 6.90, -3.57], [-3.71, -8.32, 4.39], [-0.03, 0.21, 0.01], [-0.03, 0.14, -0.17], [0.19, 0.06, -0.11]], "lowdin_charge": [-0.116, -0.170, 0.036, -0.065, -0.163, -0.181, -0.147, -0.028, -0.072, -0.090, -0.067, -0.030, -0.195, -0.270, 0.868, -0.265, -0.237, -0.461, 0.585, 0.106, 0.118, 0.089, 0.120, 0.099, 0.126, 0.088, 0.056, 0.071, 0.083, 0.086, -0.069, -0.203, 0.087, 0.063, 0.080, 0.082, -0.062, -0.194, 0.092, 0.081, 0.080, 0.065, -0.085, -0.211, 0.091, 0.050, 0.040, 0.078, -0.084, -0.209, 0.077, 0.032, 0.079, 0.076, -0.076, -0.214, 0.079, 0.078, 0.073, 0.056, -0.073, -0.169, 0.095, 0.044, 0.061, 0.074, -0.100, -0.213, 0.076, 0.077, 0.056, 0.056, -0.074, -0.180, 0.106, 0.077, 0.051, 0.079, -0.075, -0.212, 0.091, 0.071, 0.065, 0.069, -0.088, -0.184, 0.091, 0.075, 0.040, 0.016, -0.084, -0.215, 0.071, 0.076, 0.032, 0.070, -0.068, -0.182, 0.095, 0.064, 0.080, 0.080, -0.103, -0.214, 0.074, 0.071, 0.073, 0.027, -0.072, -0.193, 0.089, 0.078, 0.076, 0.080, -0.085, -0.221, 0.093, 0.054, 0.072, 0.075], "total_energy_ha": -5687.34234, "homo_lumo_gap_ev": 6.3, "de_lowest_kj_mol": 1718.6, "multiplicity": 1}